# 1
Entry from the OMol25 dataset: C45H28I4N4OOsSbSe4 as an isolated structure (ωB97M-V/def2-TZVPD).

Structure (XYZ):
```
88
C45H28I4N4OOsSbSe4 | the OMol25 dataset | ωB97M-V/def2-TZVPD
Os 0.03 -0.15 0.17
I 8.81 -0.27 4.17
C 6.94 -0.06 3.28
C 6.24 -1.19 2.88
C 5.00 -1.05 2.28
C 4.45 0.22 2.07
C 5.17 1.34 2.48
C 6.41 1.21 3.08
C 3.12 0.32 1.42
C 3.03 -0.11 0.11
C 4.15 -0.44 -0.76
C 3.66 -0.61 -2.00
C 2.21 -0.41 -1.94
C 1.27 -0.58 -2.99
C 1.63 -0.23 -4.40
C 2.90 0.26 -4.75
C 3.20 0.66 -6.05
C 2.23 0.60 -7.03
I 2.67 1.20 -8.97
C 0.95 0.18 -6.70
C 0.66 -0.21 -5.41
C -0.02 -1.08 -2.72
N -0.70 -0.91 -1.57
C -1.92 -1.55 -1.67
C -2.96 -1.37 -0.79
C -4.21 -2.16 -0.97
C -4.97 -2.08 -2.14
C -6.11 -2.85 -2.31
C -6.49 -3.72 -1.30
I -8.19 -4.90 -1.55
C -5.75 -3.81 -0.13
C -4.62 -3.03 0.03
C -2.96 -0.46 0.31
C -4.12 0.01 1.00
C -3.71 0.92 1.92
C -2.27 0.99 1.84
N -1.88 0.16 0.82
C -1.39 1.66 2.69
C 0.01 1.57 2.69
C 0.89 2.01 3.74
C 2.14 1.57 3.43
C 2.05 0.88 2.17
N 0.76 0.89 1.77
C -1.99 2.52 3.75
C -1.69 3.88 3.80
C -2.24 4.70 4.76
C -3.10 4.16 5.71
I -3.95 5.39 7.16
C -3.39 2.81 5.70
C -2.83 2.00 4.72
C -1.91 -2.31 -2.91
C -0.79 -1.99 -3.57
N 1.89 -0.16 -0.65
H 6.65 -2.18 3.03
H 4.44 -1.93 1.97
H 4.77 2.33 2.30
H 6.96 2.08 3.39
H 5.17 -0.57 -0.45
H 4.20 -0.95 -2.86
H 3.67 0.38 -4.01
H 4.19 1.02 -6.27
H 0.16 0.17 -7.45
H -0.36 -0.47 -5.19
H -4.68 -1.38 -2.91
H -6.69 -2.78 -3.22
H -6.04 -4.50 0.65
H -4.02 -3.13 0.93
H -5.14 -0.30 0.79
H -4.33 1.49 2.59
H 0.59 2.56 4.61
H 3.03 1.69 4.02
H -1.02 4.30 3.06
H -2.01 5.76 4.78
H -4.04 2.38 6.45
H -3.04 0.93 4.73
H -2.66 -3.03 -3.21
H -0.44 -2.41 -4.50
C -0.33 2.33 -2.13
O -0.21 1.95 -0.76
H 0.65 2.47 -2.58
H -0.93 3.24 -2.21
H -0.84 1.51 -2.63
H 0.25 2.63 -0.25
Se 2.51 -4.30 1.64
Sb 0.83 -4.32 -0.11
Se 0.18 -2.13 1.24
Se -1.41 -5.13 0.25
Se 1.64 -4.16 -2.36
```

Calculated values
Gap between HOMO and LUMO (alpha / beta), eV: 4.90 / 4.89
E_LUMO (alpha / beta), eV: 0.363 / 0.372
Total charge: -1
Energy above the lowest of the compared OMol25 structures with the same formula, charge and spin, eV: 1.179
Highest occupied orbital energy (alpha / beta), Ha: -0.1668 / -0.1662

Atom charges from the Löwdin analysis, given in e for atoms 1 to 2:
1 Os 1.082
2 I 0.836



# 2
Entry from the OMol25 dataset: C45H31F2MgN2O4PS2 as an isolated structure (ωB97M-V/def2-TZVPD).

Structure (XYZ):
```
88
C45H31F2MgN2O4PS2 | the OMol25 dataset | ωB97M-V/def2-TZVPD
Mg 0.12 0.84 -1.41
O -2.86 3.80 -0.52
C -1.85 2.87 -0.55
O -1.41 2.49 -1.65
C -1.39 2.40 0.70
C -1.89 2.72 1.99
C -1.35 2.11 3.08
C -0.30 1.16 2.93
C 0.12 0.89 1.65
N -0.37 1.49 0.57
C 1.17 -0.11 1.25
O 1.82 -0.77 2.21
O 1.45 -0.28 0.09
H -3.05 3.96 -1.46
H -2.70 3.43 2.08
H -1.75 2.32 4.07
H 0.09 0.64 3.80
H 1.28 -0.76 3.01
F 1.46 -0.96 -6.54
C 0.56 -0.95 -5.52
C 0.82 -0.26 -4.36
C -0.10 -0.26 -3.31
C -1.31 -0.98 -3.48
C -1.52 -1.66 -4.67
F -2.65 -2.39 -4.90
C -0.61 -1.66 -5.71
C -2.26 -1.01 -2.33
C -3.57 -1.50 -2.41
C -4.35 -1.55 -1.26
C -3.83 -1.12 -0.06
C -2.55 -0.61 -0.07
N -1.78 -0.54 -1.16
H 1.75 0.29 -4.28
H -0.81 -2.21 -6.62
H -3.96 -1.83 -3.35
H -5.36 -1.95 -1.32
H -4.37 -1.19 0.88
H -2.11 -0.26 0.86
C 1.89 2.13 -1.92
C 2.87 2.83 -2.23
C 3.96 3.60 -2.57
C 5.19 3.47 -1.78
C 5.41 2.30 -1.03
C 6.54 2.15 -0.25
C 7.48 3.17 -0.15
C 7.26 4.35 -0.86
C 6.14 4.50 -1.66
C 3.85 4.52 -3.71
C 2.59 4.96 -4.13
C 2.44 5.80 -5.22
C 3.55 6.22 -5.94
C 4.81 5.76 -5.56
C 4.96 4.93 -4.47
H 4.67 1.51 -1.09
H 6.68 1.23 0.31
H 8.36 3.06 0.47
H 7.97 5.17 -0.78
H 5.97 5.44 -2.16
H 1.72 4.62 -3.57
H 1.45 6.12 -5.51
H 3.44 6.87 -6.80
H 5.69 6.05 -6.14
H 5.95 4.56 -4.22
S -3.63 -1.22 3.97
P -2.46 -2.77 3.59
S -0.88 -2.55 2.42
C -1.95 -3.51 5.20
C -0.62 -3.80 5.48
C -0.27 -4.36 6.70
C -1.24 -4.64 7.65
C -2.57 -4.36 7.37
C -2.92 -3.79 6.15
C -3.47 -4.16 2.93
C -4.84 -4.05 2.75
C -5.57 -5.12 2.25
C -4.95 -6.32 1.95
C -3.57 -6.44 2.14
C -2.84 -5.37 2.62
H 0.12 -3.59 4.72
H 0.78 -4.58 6.91
H -0.96 -5.08 8.60
H -3.34 -4.57 8.10
H -3.96 -3.54 5.94
H -5.31 -3.10 2.99
H -6.64 -5.01 2.10
H -5.52 -7.15 1.56
H -3.07 -7.37 1.89
H -1.77 -5.45 2.74
```

Calculated values
Gap between HOMO and LUMO (alpha / beta), eV: 6.03 / 4.70
E_LUMO (alpha / beta), eV: 4.091 / 3.814
Total charge: -2
Energy above the lowest of the compared OMol25 structures with the same formula, charge and spin, eV: 1.048
Highest occupied orbital energy (alpha / beta), Ha: -0.0713 / -0.0325

Atom charges from the Löwdin analysis, given in e for atoms 1 to 2:
1 Mg 0.568
2 O 0.066



# 3
Entry from the OMol25 dataset: C45H33BrClCsN5O2PS as an isolated structure (ωB97M-V/def2-TZVPD).

Structure (XYZ):
```
90
C45H33BrClCsN5O2PS | the OMol25 dataset | ωB97M-V/def2-TZVPD
Cs 0.58 -0.62 -1.08
N -3.79 -0.16 -3.73
C -4.50 -0.15 -2.54
C -5.82 -0.47 -2.22
C -6.18 -0.36 -0.89
C -5.26 0.06 0.09
C -3.95 0.37 -0.24
C -3.58 0.26 -1.57
N -2.34 0.48 -2.16
C -2.50 0.23 -3.43
C -1.44 0.32 -4.43
C -1.59 0.29 -5.78
S -0.05 0.38 -6.54
C 0.69 0.45 -4.98
N -0.15 0.42 -4.00
H -4.12 -0.47 -4.62
H -6.52 -0.79 -2.97
H -7.19 -0.60 -0.60
H -5.58 0.12 1.12
H -3.24 0.68 0.52
H -2.49 0.24 -6.37
H 1.76 0.50 -4.84
Cl 0.63 2.69 -1.66
C 0.61 3.93 -0.44
C 0.71 5.25 -0.88
C 0.70 6.29 0.04
C 0.61 6.01 1.40
C 0.52 4.70 1.82
C 0.51 3.63 0.92
P 0.42 1.88 1.49
C 1.70 1.83 2.80
C 2.97 1.43 2.41
C 4.00 1.37 3.34
C 3.76 1.69 4.67
C 2.48 2.06 5.07
C 1.46 2.13 4.14
C -1.16 1.75 2.39
C -1.40 0.49 2.96
C -2.63 0.20 3.51
C -3.65 1.15 3.49
C -3.42 2.39 2.91
C -2.18 2.69 2.36
H 0.78 5.45 -1.94
H 0.78 7.31 -0.31
H 0.62 6.82 2.12
H 0.46 4.48 2.88
H 3.15 1.15 1.38
H 4.99 1.06 3.03
H 4.56 1.63 5.39
H 2.29 2.29 6.11
H 0.46 2.40 4.46
H -0.61 -0.27 2.93
H -2.81 -0.78 3.94
H -4.62 0.92 3.92
H -4.22 3.12 2.88
H -2.02 3.65 1.89
C 5.81 0.28 -1.54
C 6.29 -1.02 -1.57
C 5.47 -2.02 -2.07
C 4.20 -1.71 -2.53
N 3.74 -0.45 -2.49
C 4.53 0.50 -2.01
C 3.27 -2.75 -3.06
C 3.70 -4.04 -3.36
C 2.77 -4.98 -3.79
C 1.44 -4.61 -3.90
C 1.12 -3.29 -3.62
N 2.00 -2.39 -3.22
H 6.41 1.09 -1.16
H 7.28 -1.26 -1.20
H 5.83 -3.04 -2.07
H 4.10 1.50 -1.99
H 4.73 -4.33 -3.28
H 3.08 -5.99 -4.02
H 0.68 -5.31 -4.20
H 0.09 -2.95 -3.68
Br -2.42 -3.00 -0.38
C -1.98 -3.35 1.45
C -3.04 -3.82 2.22
C -2.86 -4.08 3.57
C -1.62 -3.84 4.14
C -0.59 -3.35 3.37
C -0.73 -3.10 2.00
C 0.48 -2.52 1.27
O 0.83 -3.02 0.18
O 0.99 -1.52 1.85
H -4.01 -3.98 1.75
H -3.68 -4.45 4.16
H -1.46 -4.03 5.20
H 0.38 -3.12 3.81
```

Calculated values
Gap between HOMO and LUMO, eV: 7.87
E_LUMO, eV: 0.096
Total charge: 0
Energy above the lowest of the compared OMol25 structures with the same formula, charge and spin, eV: 0.000
Highest occupied orbital energy, Ha: -0.2856

Atom charges from the Löwdin analysis, given in e for atoms 1 to 2:
1 Cs 0.957
2 N 0.169



# 4
Entry from the OMol25 dataset: a 8-piece molecular cluster, C45H35ClNO14S overall in a non-equilibrium geometry (ωB97M-V/def2-TZVPD).

Structure (XYZ):
```
97
C45H35ClNO14S | the OMol25 dataset | ωB97M-V/def2-TZVPD
C 1.54 1.72 5.02
C 0.67 2.62 4.14
C -0.81 2.68 4.50
Cl -1.20 4.48 5.12
N -1.17 1.73 5.44
S -2.86 1.54 5.52
H 2.09 0.99 4.42
H 2.31 2.32 5.51
H 0.99 1.19 5.79
H 0.76 2.33 3.10
H 1.08 3.62 4.19
H -1.41 2.62 3.59
H -3.12 0.64 4.52
C 1.83 1.63 -0.04
C 1.81 0.81 -1.09
C 1.40 1.28 -2.43
O 1.39 0.53 -3.39
C 1.01 2.70 -2.57
C 1.03 3.53 -1.53
C 1.45 3.06 -0.18
O 1.47 3.82 0.76
H 2.14 1.30 0.94
H 2.10 -0.23 -1.02
H 0.72 3.03 -3.56
H 0.75 4.57 -1.61
C -0.26 -1.89 2.43
C -0.06 -3.20 2.50
C 1.30 -3.78 2.44
O 1.48 -4.98 2.51
C 2.44 -2.84 2.28
C 2.24 -1.53 2.21
C 0.88 -0.95 2.27
O 0.68 0.24 2.21
H -1.24 -1.44 2.48
H -0.87 -3.91 2.62
H 3.43 -3.29 2.24
H 3.06 -0.83 2.10
C 3.93 -6.94 2.16
C 4.12 -8.26 2.24
C 5.48 -8.84 2.18
O 5.66 -10.04 2.26
C 6.63 -7.91 2.03
C 6.44 -6.59 1.94
C 5.07 -6.01 2.00
O 4.90 -4.81 1.92
H 2.94 -6.49 2.20
H 3.30 -8.95 2.36
H 7.61 -8.36 1.99
H 7.26 -5.89 1.82
C -1.31 1.30 -5.20
C -2.41 0.61 -4.88
C -3.76 1.17 -5.11
O -4.76 0.54 -4.82
C -3.86 2.52 -5.70
C -2.77 3.22 -6.02
C -1.41 2.65 -5.79
O -0.42 3.29 -6.08
H -0.31 0.91 -5.04
H -2.36 -0.38 -4.44
H -4.86 2.91 -5.86
H -2.81 4.21 -6.45
C 1.88 -2.90 7.90
C 1.71 -4.07 8.49
C 2.06 -5.34 7.81
O 1.90 -6.42 8.36
C 2.61 -5.25 6.44
C 2.78 -4.08 5.84
C 2.43 -2.81 6.52
O 2.59 -1.74 5.97
H 1.62 -1.96 8.37
H 1.31 -4.16 9.49
H 2.86 -6.19 5.95
H 3.18 -3.99 4.84
C 1.29 8.11 -6.54
C 1.55 8.47 -7.80
C 1.59 7.46 -8.89
O 1.84 7.78 -10.03
C 1.33 6.04 -8.52
C 1.07 5.69 -7.26
C 1.03 6.70 -6.18
O 0.79 6.38 -5.03
H 1.25 8.83 -5.73
H 1.74 9.49 -8.09
H 1.37 5.33 -9.33
H 0.88 4.66 -6.98
C -9.98 -0.21 -2.17
C -9.40 0.44 -1.17
C -8.04 1.04 -1.31
O -7.52 1.63 -0.40
C -7.36 0.87 -2.62
C -7.94 0.22 -3.62
C -9.29 -0.37 -3.48
O -9.82 -0.96 -4.40
H -10.96 -0.65 -2.09
H -9.88 0.57 -0.21
H -6.38 1.31 -2.71
H -7.45 0.10 -4.58
```

Calculated values
Gap between HOMO and LUMO, eV: 2.72
E_LUMO, eV: -0.583
Total charge: -1
Highest occupied orbital energy, Ha: -0.1216

Atom charges from the Löwdin analysis, given in e for atoms 1 to 2:
1 C -0.121
2 C -0.291



# 5
Entry from the OMol25 dataset: C45H36Br3Ge2IKN4O5S3 as an isolated structure in a non-equilibrium geometry (ωB97M-V/def2-TZVPD).

Structure (XYZ):
```
100
C45H36Br3Ge2IKN4O5S3 | the OMol25 dataset | ωB97M-V/def2-TZVPD
K -0.36 1.22 -1.13
O -2.36 1.67 4.14
C -1.41 1.31 3.22
O -1.25 0.15 2.94
C -0.67 2.44 2.67
C -0.91 3.71 3.16
C -0.20 4.82 2.70
C 0.71 4.58 1.66
C 0.90 3.31 1.20
N 0.29 2.18 1.70
C 1.80 3.07 0.05
O 2.36 3.92 -0.60
O 1.90 1.77 -0.28
H -2.82 0.83 4.33
H -1.67 3.83 3.92
H -0.40 5.81 3.08
H 1.25 5.38 1.17
Br -1.44 2.36 -6.22
C -0.55 0.78 -5.68
C -0.18 -0.13 -6.67
C 0.45 -1.29 -6.35
Br 0.94 -2.49 -7.75
C 0.74 -1.60 -5.00
C 1.39 -2.79 -4.59
C 1.64 -3.01 -3.27
C 1.22 -2.04 -2.34
N 0.61 -0.93 -2.67
C 0.36 -0.69 -3.99
C -0.31 0.59 -4.30
O -0.63 1.41 -3.40
H -0.40 0.11 -7.70
H 1.70 -3.50 -5.34
H 2.14 -3.90 -2.92
H 1.41 -2.20 -1.28
C 4.07 2.91 2.74
Ge 3.12 1.23 3.10
C 1.90 1.48 4.61
C 4.52 -0.02 3.71
Ge 1.97 0.48 1.09
C 3.41 -0.48 0.04
C 4.02 -1.60 0.61
C 4.97 -2.34 -0.08
C 5.34 -1.98 -1.36
C 4.76 -0.87 -1.94
C 3.81 -0.13 -1.25
C 0.79 -1.06 1.40
C 1.18 -1.79 2.52
C 0.60 -3.01 2.84
C -0.38 -3.54 2.03
C -0.79 -2.82 0.91
C -0.22 -1.60 0.61
H 4.51 3.26 3.68
H 3.41 3.67 2.35
H 4.87 2.75 2.02
H 2.48 1.45 5.54
H 1.15 0.69 4.64
H 1.39 2.44 4.53
H 5.02 0.46 4.55
H 5.25 -0.21 2.93
H 4.11 -0.97 4.04
H 3.72 -1.94 1.59
H 5.41 -3.22 0.39
H 6.08 -2.56 -1.90
H 5.03 -0.58 -2.95
H 3.36 0.73 -1.72
H 1.94 -1.40 3.19
H 0.91 -3.53 3.74
H -0.85 -4.48 2.27
H -1.57 -3.20 0.27
H -0.62 -1.09 -0.26
Br -4.34 6.93 -0.49
C -3.38 6.27 -1.98
C -3.39 7.05 -3.13
C -2.70 6.63 -4.25
C -2.01 5.42 -4.23
C -2.01 4.64 -3.08
C -2.69 5.07 -1.94
I -2.58 3.89 -0.23
H -3.94 7.98 -3.14
H -2.70 7.24 -5.15
H -1.47 5.07 -5.09
H -1.51 3.68 -3.10
S -4.90 -3.34 4.34
C -4.53 -2.59 2.87
S -4.57 -0.88 2.74
C -4.10 -0.94 1.06
N -3.96 -2.16 0.64
N -4.19 -3.08 1.66
C -4.04 -4.43 1.23
C -3.92 -5.49 2.12
C -3.74 -6.78 1.63
C -3.67 -7.03 0.27
C -3.79 -5.96 -0.61
C -3.97 -4.67 -0.14
S -3.89 0.52 0.20
H -3.96 -5.32 3.18
H -3.64 -7.59 2.34
H -3.52 -8.03 -0.11
H -3.74 -6.12 -1.68
H -4.06 -3.84 -0.83
```

Calculated values
Expectation value of S²: 0.7703
Gap between HOMO and LUMO (alpha / beta), eV: 4.56 / 6.35
E_LUMO (alpha / beta), eV: 3.567 / 3.567
Total charge: -2
Multiplicity: 2
Energy above the lowest of the compared OMol25 structures with the same formula, charge and spin, eV: 0.760
Highest occupied orbital energy (alpha / beta), Ha: -0.0363 / -0.1022

Atom charges from the Löwdin analysis, given in e for atoms 1 to 2:
1 K 0.656
2 O 0.049



Listing DFT total energy for the structures above in their given order: -357924.7363; -100182.4247; -161986.1055; -100737.4467; -443543.5138 eV.